# 1
The following is a DFT calculation (the ωB97M-V functional and the def2-TZVPD basis) of the ion C6H13N2O2 with charge +1 in a non-equilibrium geometry.

## Properties
- Kohn-Sham gap (eV) = 10.042
- structure (SMILES) = CN1CC[NH2+][C@@H]1[C@@H](O)C=O
- total energy (Eh) = -496.09477
- relative energy (zero: lowest compared OMol25 entry of this formula, charge and spin) (eV) = 3.021
- lowest unoccupied orbital energy (eV) = -3.29
- net charge = +1

Each line ends with the Mulliken charge.
Atoms and positions in Å:
1 C 0.81 -2.06 0.12  -0.830
2 N 1.06 -0.62 -0.24  -0.080
3 C 1.84 0.10 0.74  -0.479
4 C 1.47 1.59 0.41  -0.529
5 N 0.45 1.40 -0.72  -0.123
6 C -0.09 0.08 -0.65  -0.767
7 C -1.48 0.12 0.07  0.434
8 O -1.96 1.45 0.10  -0.654
9 C -2.55 -0.88 -0.55  -0.130
10 O -3.68 -0.60 -0.78  -0.394
11 H 0.88 -2.29 1.20  0.321
12 H -0.20 -2.20 -0.25  0.223
13 H 1.49 -2.67 -0.49  0.315
14 H 2.88 -0.07 0.45  0.379
15 H 1.67 -0.18 1.81  0.310
16 H 0.97 2.06 1.30  0.251
17 H 2.34 2.23 0.15  0.367
18 H -0.32 2.06 -0.58  0.335
19 H 0.91 1.52 -1.70  0.442
20 H -0.25 -0.36 -1.61  0.619
21 H -1.28 -0.32 1.10  0.313
22 H -2.73 1.61 0.77  0.389
23 H -2.22 -1.95 -0.67  0.287

# 2
The following is a DFT calculation (the ωB97M-V functional and the def2-TZVPD basis) of the ion C6H13N2O2 with charge +1 in a non-equilibrium geometry.

## Properties
- Kohn-Sham gap (eV) = 10.527
- structure (SMILES) = CC(C)(C)[C@H](O)ON=C=[NH2+]
- total energy (Eh) = -495.98519
- relative energy (zero: lowest compared OMol25 entry of this formula, charge and spin) (eV) = 6.003
- lowest unoccupied orbital energy (eV) = -3.81
- net charge = +1

Each line ends with the Mulliken charge.
Atoms and positions in Å:
1 C 0.70 -0.38 -1.28  -1.682
2 C 1.10 0.15 0.09  1.770
3 C 2.43 -0.62 0.42  -1.537
4 C 1.41 1.72 0.13  -1.807
5 C 0.05 -0.21 1.11  -0.481
6 O -0.53 -1.46 1.01  -0.569
7 O -1.17 0.71 0.99  -0.208
8 N -2.15 0.30 0.23  0.234
9 C -3.07 0.19 -0.49  0.125
10 N -4.13 -0.28 -0.98  -0.361
11 H 1.61 -0.65 -1.64  0.634
12 H 0.28 0.46 -2.03  0.265
13 H 0.09 -1.30 -1.07  0.334
14 H 2.25 -1.73 0.13  0.364
15 H 2.33 -0.55 1.55  0.380
16 H 3.23 -0.20 -0.10  0.504
17 H 1.66 2.11 -0.79  0.451
18 H 0.58 2.33 0.47  0.406
19 H 2.17 1.95 0.79  0.449
20 H 0.41 -0.07 2.08  0.719
21 H 0.07 -2.13 1.36  0.380
22 H -4.54 0.19 -1.77  0.319
23 H -4.78 -0.53 -0.22  0.313

# 3
The following is a DFT calculation (the ωB97M-V functional and the def2-TZVPD basis) of the ion C6H13N2O4P with charge +2 in a non-equilibrium geometry.

## Properties
- Kohn-Sham gap (eV) = 10.365
- structure (SMILES) = COP(O)(O)=[NH+]C(=O)[N+]1=CCCC1
- total energy (Eh) = -987.66986
- relative energy (zero: lowest compared OMol25 entry of this formula, charge and spin) (eV) = 0.000
- lowest unoccupied orbital energy (eV) = -8.75
- net charge = +2

Each line ends with the Mulliken charge.
Atoms and positions in Å:
1 C -3.09 2.58 -0.39  -0.644
2 O -1.65 2.78 -0.53  -0.324
3 P -0.57 1.64 -0.49  0.824
4 O -1.03 0.37 -1.25  -0.394
5 O 0.68 2.37 -1.14  -0.458
6 N -0.26 1.26 1.08  -0.032
7 C 0.10 -0.05 1.67  0.318
8 O -0.10 -0.22 2.80  -0.340
9 N 0.68 -0.92 0.71  0.259
10 C 1.53 -0.63 -0.22  0.035
11 C 2.13 -1.78 -0.77  -0.835
12 C 1.54 -3.04 -0.09  -0.443
13 C 0.73 -2.40 1.04  -0.600
14 H -3.44 1.69 -1.04  0.303
15 H -3.65 3.49 -0.81  0.250
16 H -3.17 2.48 0.73  0.302
17 H -1.83 0.67 -1.78  0.388
18 H 0.71 3.30 -0.94  0.366
19 H -0.65 1.93 1.80  0.383
20 H 1.78 0.41 -0.52  0.485
21 H 3.24 -1.67 -0.76  0.433
22 H 2.13 -1.94 -1.83  0.401
23 H 0.94 -3.59 -0.80  0.331
24 H 2.36 -3.58 0.38  0.265
25 H -0.41 -2.70 1.29  0.381
26 H 1.33 -2.45 1.88  0.344

# 4
The following is a DFT calculation (the ωB97M-V functional and the def2-TZVPD basis) of an isolated molecule of C6H13N2OPS in a non-equilibrium geometry.

## Properties
- Kohn-Sham gap (eV) = 9.582
- structure (SMILES) = O=[P@]1(N2CCCC2)NCCS1
- total energy (Eh) = -1160.73930
- relative energy (zero: lowest compared OMol25 entry of this formula, charge and spin) (eV) = 1.083
- lowest unoccupied orbital energy (eV) = 0.70
- net charge = 0

Each line ends with the Mulliken charge.
Atoms and positions in Å:
1 O 1.49 2.06 0.64  -0.766
2 P 0.34 1.27 0.25  0.636
3 N 0.51 -0.37 0.55  0.164
4 C 1.79 -0.82 0.82  -0.639
5 C 1.55 -2.26 1.48  -0.511
6 C 0.41 -2.70 0.56  -0.797
7 C -0.52 -1.36 0.35  -0.473
8 N 0.17 1.67 -1.37  -0.324
9 C -1.21 1.85 -1.76  -0.744
10 C -2.07 2.54 -0.66  -0.461
11 S -1.43 1.84 0.94  -0.226
12 H 2.26 -0.86 -0.17  0.320
13 H 2.27 -0.14 1.50  0.369
14 H 1.13 -2.31 2.52  0.263
15 H 2.42 -2.88 1.38  0.345
16 H 0.69 -3.03 -0.41  0.306
17 H -0.13 -3.57 0.93  0.416
18 H -1.35 -1.44 1.07  0.255
19 H -1.01 -1.28 -0.68  0.265
20 H 0.76 2.39 -1.61  0.303
21 H -1.34 2.34 -2.74  0.441
22 H -1.81 0.90 -1.99  0.144
23 H -3.15 2.54 -0.88  0.429
24 H -1.77 3.61 -0.73  0.284

# 5
The following is a DFT calculation (the ωB97M-V functional and the def2-TZVPD basis) of the ion C6H13N2Si with charge +1 in a non-equilibrium geometry.

## Properties
- Kohn-Sham gap (eV) = 9.584
- structure (SMILES) = C[N+]1=C[C@@H]2CCCN2[SiH2]1
- total energy (Eh) = -635.16062
- relative energy (zero: lowest compared OMol25 entry of this formula, charge and spin) (eV) = 1.319
- lowest unoccupied orbital energy (eV) = -3.70
- net charge = +1

Each line ends with the Mulliken charge.
Atoms and positions in Å:
1 C -3.16 -0.47 -0.22  -0.905
2 N -1.76 -0.42 -0.32  0.027
3 C -0.90 -0.92 0.47  -0.238
4 C 0.53 -0.74 0.30  -0.121
5 C 1.17 0.09 1.45  -0.595
6 C 2.42 0.34 0.76  -0.548
7 C 2.06 0.64 -0.68  -0.681
8 N 0.71 0.06 -0.89  0.234
9 Si -0.69 0.60 -1.60  0.070
10 H -3.52 0.56 0.08  0.329
11 H -3.48 -1.18 0.48  0.385
12 H -3.61 -0.86 -1.09  0.358
13 H -1.10 -1.49 1.40  0.402
14 H 1.01 -1.65 0.26  0.340
15 H 1.11 -0.54 2.38  0.361
16 H 0.70 1.05 1.50  0.332
17 H 2.98 1.16 1.19  0.359
18 H 3.10 -0.62 0.84  0.256
19 H 2.07 1.64 -0.93  0.449
20 H 2.71 0.11 -1.43  0.286
21 H -1.28 1.90 -1.34  -0.070
22 H -0.77 0.02 -2.89  -0.031

# 6
The following is a DFT calculation (the ωB97M-V functional and the def2-TZVPD basis) of a cluster of 2 separate species, C6H13N3 in total in a non-equilibrium geometry.

## Properties
- Kohn-Sham gap (eV) = 8.856
- total energy (Eh) = -400.52696
- relative energy (zero: lowest compared OMol25 entry of this formula, charge and spin) (eV) = 4.518
- lowest unoccupied orbital energy (eV) = 0.50
- net charge = 0

Each line ends with the Mulliken charge.
Atoms and positions in Å:
1 C -1.47 -0.97 -0.96  -0.878
2 C -0.71 -0.23 -1.95  -0.567
3 C 0.13 1.31 -0.78  -0.656
4 C 1.10 1.76 0.30  -1.162
5 C 0.46 -1.11 0.68  -0.008
6 C -0.77 -0.29 0.30  1.133
7 N 0.61 -1.20 2.04  -0.369
8 N 1.22 -1.62 -0.21  -0.590
9 N -1.62 0.24 1.13  -1.032
10 H -0.19 -0.95 2.61  0.264
11 H 1.29 -1.83 2.42  0.216
12 H 1.97 -2.18 0.18  0.220
13 H -1.19 0.93 1.75  0.273
14 H -1.28 -2.04 -0.96  0.285
15 H -2.52 -0.72 -0.90  0.368
16 H -1.24 0.48 -2.57  0.377
17 H 0.21 -0.68 -2.30  0.371
18 H 0.67 1.47 -1.71  0.376
19 H -0.75 1.95 -0.80  0.369
20 H 2.01 1.15 0.30  0.277
21 H 0.68 1.73 1.31  0.339
22 H 1.38 2.80 0.12  0.395

# 7
The following is a DFT calculation (the ωB97M-V functional and the def2-TZVPD basis) of a structure of composition C6H13N3 in a non-equilibrium geometry.

## Properties
- Kohn-Sham gap (eV) = 8.354
- total energy (Eh) = -400.62990
- relative energy (zero: lowest compared OMol25 entry of this formula, charge and spin) (eV) = 1.717
- lowest unoccupied orbital energy (eV) = 0.93
- net charge = 0

Each line ends with the Mulliken charge.
Atoms and positions in Å:
1 C -0.58 1.48 -1.03  -1.782
2 C 1.95 -0.36 -1.19  -1.678
3 C -1.19 -0.76 0.07  0.087
4 C -0.55 0.56 0.17  0.961
5 C 0.96 -0.60 -0.07  1.235
6 N -2.51 -1.06 0.36  -0.563
7 N -0.81 1.28 1.37  -0.544
8 N 1.66 -0.68 1.19  -0.663
9 C -0.14 -1.54 -0.29  -1.195
10 H -2.70 -1.96 0.77  0.227
11 H -3.05 -0.30 0.76  0.253
12 H -0.34 2.17 1.42  0.231
13 H -0.64 0.74 2.21  0.252
14 H 2.13 0.19 1.42  0.243
15 H 1.04 -0.94 1.94  0.268
16 H -0.10 -2.52 -0.74  0.379
17 H 0.27 2.18 -1.01  0.377
18 H -0.53 0.91 -1.95  0.339
19 H -1.49 2.08 -1.02  0.446
20 H 2.79 -1.05 -1.11  0.454
21 H 2.36 0.66 -1.13  0.339
22 H 1.48 -0.48 -2.16  0.334

# 8
The following is a DFT calculation (the ωB97M-V functional and the def2-TZVPD basis) of a cluster of 2 separate species, C6H13N3 in total in a non-equilibrium geometry.

## Properties
- Kohn-Sham gap (eV) = 10.289
- structure (SMILES) = [H]/N=C(/C)C(=C)C.[H]/N=C/N
- total energy (Eh) = -400.64464
- relative energy (zero: lowest compared OMol25 entry of this formula, charge and spin) (eV) = 1.316
- lowest unoccupied orbital energy (eV) = 0.81
- net charge = 0

Each line ends with the Mulliken charge.
Atoms and positions in Å:
1 H 0.26 -0.02 -2.70  0.304
2 N 0.73 0.64 -2.07  -0.685
3 C 0.98 0.05 -0.94  0.613
4 C 1.68 0.81 0.15  -1.131
5 C 0.64 -1.37 -0.69  0.386
6 C 1.58 -2.28 -0.97  -0.931
7 C -0.72 -1.67 -0.16  -0.737
8 H 1.55 0.32 1.12  0.284
9 H 1.29 1.83 0.21  0.276
10 H 2.75 0.86 -0.08  0.356
11 H 1.40 -3.34 -0.81  0.309
12 H 2.55 -1.99 -1.36  0.286
13 H -1.49 -1.41 -0.90  0.256
14 H -0.84 -2.73 0.08  0.403
15 H -0.91 -1.10 0.76  0.007
16 H -2.36 1.90 -0.76  0.236
17 N -2.43 1.38 0.13  -0.697
18 C -1.63 1.90 0.98  -0.009
19 N -1.50 1.42 2.24  -0.503
20 H -0.99 2.77 0.76  0.444
21 H -1.96 0.53 2.36  0.286
22 H -0.58 1.49 2.66  0.247

# 9
The following is a DFT calculation (the ωB97M-V functional and the def2-TZVPD basis) of an isolated molecule of C6H13N3 in a non-equilibrium geometry.

## Properties
- Kohn-Sham gap (eV) = 8.069
- structure (SMILES) = C=C1N[C@]1(N)C(C)(C)N
- total energy (Eh) = -400.51771
- relative energy (zero: lowest compared OMol25 entry of this formula, charge and spin) (eV) = 4.770
- lowest unoccupied orbital energy (eV) = 0.88
- net charge = 0

Each line ends with the Mulliken charge.
Atoms and positions in Å:
1 C -2.48 1.11 -0.84  -1.105
2 C -1.29 0.55 -0.54  0.063
3 N -0.79 -0.37 -1.51  -0.681
4 C 0.20 0.28 -0.70  0.681
5 N 0.98 1.35 -1.24  -0.554
6 C 0.56 -0.47 0.57  1.215
7 C 1.88 -0.02 1.19  -1.598
8 C 0.44 -1.99 0.57  -1.464
9 N -0.67 0.12 1.42  -0.693
10 H -2.95 1.79 -0.14  0.249
11 H -3.04 0.83 -1.72  0.276
12 H -0.89 0.02 -2.45  0.327
13 H 1.74 1.01 -1.82  0.225
14 H 0.40 1.99 -1.78  0.289
15 H 2.71 -0.30 0.53  0.337
16 H 1.93 1.07 1.31  0.356
17 H 2.04 -0.48 2.17  0.392
18 H 1.19 -2.41 -0.11  0.338
19 H -0.54 -2.33 0.24  0.380
20 H 0.59 -2.41 1.57  0.384
21 H -0.49 1.07 1.74  0.272
22 H -1.52 -0.42 1.56  0.311

# 10
The following is a DFT calculation (the ωB97M-V functional and the def2-TZVPD basis) of the ion C6H13N3 with charge +2 in a non-equilibrium geometry.

## Properties
- Kohn-Sham gap (eV) = 10.520
- structure (SMILES) = CC1=NC(=[NH2+])C[N+]1(C)C
- total energy (Eh) = -399.97472
- relative energy (zero: lowest compared OMol25 entry of this formula, charge and spin) (eV) = 2.355
- lowest unoccupied orbital energy (eV) = -9.66
- net charge = +2

Each line ends with the Mulliken charge.
Atoms and positions in Å:
1 C -0.99 -2.10 0.25  -1.203
2 C -0.04 -1.10 0.04  0.619
3 N 1.22 -1.16 0.30  -0.531
4 C 1.86 0.06 0.11  0.536
5 N 3.12 0.25 0.17  -0.268
6 C 0.88 1.09 -0.23  -0.683
7 N -0.40 0.33 -0.19  0.115
8 C -1.19 0.71 -1.36  -0.794
9 C -1.21 0.61 1.05  -0.905
10 H -1.03 -2.28 1.29  0.460
11 H -0.75 -3.07 -0.15  0.381
12 H -2.05 -1.91 0.07  0.333
13 H 3.58 1.25 0.17  0.352
14 H 3.81 -0.59 0.34  0.375
15 H 0.73 1.98 0.56  0.372
16 H 0.93 1.67 -1.18  0.451
17 H -1.57 1.78 -1.23  0.388
18 H -0.56 0.70 -2.26  0.457
19 H -2.06 -0.04 -1.67  0.314
20 H -1.23 1.71 1.22  0.417
21 H -2.26 0.08 0.87  0.379
22 H -0.77 0.02 1.84  0.433